{"formula": "C15H39N9O24", "method": "ωB97M-V/def2-TZVPD", "elements": ["C", "N", "O", "O", "H", "H", "H", "C", "N", "O", "O", "H", "H", "H", "C", "N", "O", "O", "H", "H", "H", "C", "N", "O", "O", "H", "H", "H", "C", "N", "O", "O", "H", "H", "H", "C", "N", "O", "O", "H", "H", "H", "C", "N", "O", "O", "H", "H", "H", "C", "N", "O", "O", "H", "H", "H", "C", "N", "O", "O", "H", "H", "H", "C", "O", "C", "O", "O", "C", "H", "H", "H", "H", "H", "H", "C", "O", "C", "O", "O", "C", "H", "H", "H", "H", "H", "H"], "positions_angstrom": [[-2.823, -0.710, -7.008], [-3.015, 0.530, -7.796], [-2.134, 1.455, -7.805], [-4.066, 0.614, -8.402], [-3.087, -0.497, -5.972], [-1.768, -0.982, -7.056], [-3.534, -1.398, -7.464], [-2.815, 3.066, -9.059], [-2.605, 4.367, -8.456], [-3.520, 4.817, -7.723], [-1.453, 4.938, -8.517], [-3.583, 2.493, -8.541], [-1.857, 2.561, -8.938], [-3.049, 3.344, -10.087], [-7.224, -2.058, -9.680], [-7.044, -1.156, -8.470], [-6.701, -1.551, -7.392], [-7.241, 0.014, -8.627], [-6.222, -2.207, -10.083], [-7.889, -1.748, -10.485], [-7.465, -3.073, -9.362], [-6.205, 0.936, -13.560], [-6.155, 1.707, -14.824], [-6.660, 2.834, -14.755], [-5.433, 1.376, -15.700], [-5.791, 1.406, -12.668], [-5.763, -0.051, -13.698], [-7.280, 0.917, -13.378], [-6.213, -5.613, -10.699], [-6.501, -6.129, -9.292], [-6.598, -7.323, -9.185], [-6.638, -5.331, -8.415], [-7.104, -5.292, -11.239], [-5.713, -6.432, -11.215], [-5.691, -4.659, -10.623], [-8.503, 1.253, -12.042], [-7.918, 2.539, -11.610], [-6.913, 2.453, -10.980], [-8.518, 3.552, -11.904], [-7.918, 0.489, -11.531], [-8.487, 1.318, -13.130], [-9.549, 1.318, -11.742], [-1.974, -1.784, -13.248], [-2.519, -2.705, -14.188], [-1.861, -2.917, -15.185], [-3.510, -3.374, -13.834], [-1.141, -1.173, -13.595], [-1.852, -2.270, -12.280], [-2.788, -1.063, -13.164], [-4.291, -3.226, -16.125], [-5.204, -2.613, -15.107], [-5.405, -1.361, -15.193], [-5.731, -3.353, -14.306], [-3.862, -4.093, -15.623], [-3.473, -2.601, -16.484], [-4.929, -3.580, -16.934], [-6.825, -5.062, -13.009], [-8.227, -4.516, -12.870], [-8.479, -3.861, -11.874], [-8.995, -4.700, -13.794], [-6.726, -6.045, -12.548], [-6.191, -4.297, -12.560], [-6.593, -5.101, -14.073], [-5.087, 1.479, -10.430], [-4.678, 0.112, -10.612], [-5.540, -0.616, -11.362], [-6.611, -0.266, -11.911], [-4.920, -1.854, -11.442], [-5.589, -2.904, -12.146], [-5.070, 2.123, -11.309], [-4.333, 2.005, -9.844], [-6.070, 1.587, -9.972], [-4.815, -3.586, -12.499], [-6.123, -2.564, -13.034], [-6.417, -3.461, -11.709], [-3.007, -2.159, -9.574], [-1.998, -2.040, -10.544], [-0.721, -1.734, -10.190], [-0.399, -1.265, -9.103], [0.100, -1.863, -11.214], [1.459, -1.421, -11.385], [-3.947, -2.480, -10.022], [-3.267, -1.202, -9.122], [-2.734, -2.813, -8.746], [1.493, -0.368, -11.103], [1.752, -1.638, -12.412], [2.091, -2.069, -10.779]], "forces_ev_per_a": [[0.15, 0.18, 0.46], [1.73, 2.15, 0.47], [-1.26, -6.44, 3.44], [0.81, -0.36, 1.68], [-0.10, 0.21, -0.10], [-0.23, -0.14, -0.23], [0.38, -0.02, 0.89], [0.56, 2.34, -1.94], [1.42, 3.30, 3.61], [1.75, -0.85, -1.94], [-3.56, -1.94, -0.49], [0.13, 1.55, -0.41], [-0.46, 1.12, -1.61], [-0.05, -0.25, -0.21], [0.69, -1.55, 0.79], [-0.68, 0.29, -0.34], [0.60, -2.14, 0.47], [-0.63, 1.74, -1.51], [-0.40, 0.34, 0.58], [-0.03, 0.61, 0.76], [-0.41, 0.27, 0.52], [-0.40, -0.22, -1.75], [1.18, 3.14, 2.42], [-0.73, -0.79, -0.19], [0.87, -1.24, -2.07], [0.27, 0.91, -1.44], [-0.27, 0.88, -0.71], [1.90, -0.76, -0.83], [0.00, -0.13, 2.14], [0.11, 0.12, -1.87], [-0.02, -0.80, 0.12], [-0.14, 1.08, 1.01], [-0.23, -0.94, 2.44], [0.13, 0.32, 0.31], [0.66, -0.71, 0.41], [-2.56, 1.20, 0.92], [-2.89, 0.62, -1.24], [-1.62, 2.58, -0.33], [0.42, 0.04, 0.12], [-1.39, 0.61, -0.53], [-0.99, -0.17, 0.56], [0.00, -0.12, 0.08], [-0.99, 2.26, 0.63], [1.39, -2.32, 0.29], [-0.20, -0.14, -0.08], [3.38, 0.98, 0.41], [0.15, -0.87, -0.32], [-0.05, 0.05, -0.88], [-0.16, 0.18, 0.64], [-0.50, -1.18, -0.48], [-0.37, 2.88, -1.97], [0.42, -3.61, 0.36], [-0.68, 0.13, -5.37], [-0.36, 0.15, -0.64], [-0.84, 0.34, 0.13], [-0.14, 0.36, -0.04], [-0.68, -1.00, -2.68], [-0.14, -0.46, -1.57], [-0.12, -0.03, 0.29], [0.33, 0.04, 0.67], [-0.54, 0.40, -1.36], [-0.75, -2.91, -1.09], [-0.59, -0.35, 0.34], [1.93, 1.15, 1.18], [-1.75, -0.47, -2.12], [-0.01, 0.17, -0.45], [4.99, -4.45, 4.24], [-1.69, 1.37, -0.80], [0.03, 2.14, 0.91], [0.19, -1.04, -0.51], [-0.77, -1.19, -0.50], [1.65, -1.34, 0.66], [0.00, 0.51, 0.85], [0.46, 1.27, 1.52], [0.52, 1.97, 2.29], [-0.60, 0.17, 1.70], [1.47, -0.54, -0.38], [0.73, 2.14, 2.34], [-0.66, -1.06, -1.34], [-1.34, -1.13, -1.52], [-0.29, -0.36, 1.19], [1.03, -0.34, 0.02], [0.40, -0.32, -0.95], [0.36, -0.25, -0.26], [0.43, -0.14, -0.12], [-0.50, 0.38, -0.04], [0.10, 0.43, 0.33]], "lowdin_charge": [0.060, -0.298, -0.015, 0.018, 0.121, 0.103, 0.079, -0.033, -0.362, 0.048, 0.015, 0.079, 0.097, 0.125, 0.065, -0.408, 0.086, 0.083, 0.067, 0.104, 0.091, -0.021, -0.412, 0.050, 0.090, 0.093, 0.084, 0.050, 0.026, -0.431, 0.085, 0.086, 0.053, 0.119, 0.094, 0.042, -0.382, -0.024, 0.107, 0.067, 0.101, 0.122, 0.060, -0.357, 0.091, -0.024, 0.122, 0.087, 0.120, 0.051, -0.317, 0.069, -0.093, 0.096, 0.100, 0.117, -0.030, -0.372, 0.061, 0.110, 0.097, -0.009, 0.121, -0.073, 0.031, -0.445, -0.056, -0.063, -0.138, 0.106, 0.039, 0.083, 0.110, 0.096, 0.039, -0.042, -0.036, -0.535, 0.124, -0.034, 0.012, 0.091, 0.047, 0.115, 0.108, 0.098, 0.100], "multiplicity": 1, "homo_energy_ev": -10.34, "de_lowest_ev": 13.820, "e_tot_ha": -2892.07060, "smiles": "C[N+](=O)[O-].C[N+](=O)[O-].C[N+](=O)[O-].C[N+](=O)[O-].C[N+](=O)[O-].C[N+](=O)[O-].C[N+](=O)[O-].C[N+](=O)[O-].C[N+](=O)[O-].COC(=O)OC.COC(=O)OC"}